{"formula": "C5H12N2O", "method": "the ωB97M-V functional and the def2-TZVPD basis", "e_tot_ha": -382.24875, "orbital_gap_ev": [7.13, 7.47], "relative_energy_kj_mol": 666.3, "elements": ["C", "C", "C", "C", "C", "N", "N", "O", "H", "H", "H", "H", "H", "H", "H", "H", "H", "H", "H", "H"], "xyz": [[-0.95586, 0.78919, 0.99383], [-2.15303, 0.77575, -0.11663], [-1.61996, -1.33604, -0.57511], [2.22124, -0.91305, 0.77056], [1.41064, 0.69882, -0.96552], [0.00477, -0.24284, 0.86207], [1.20797, -0.02718, 0.32539], [-2.54825, -0.59606, -0.06943], [-0.44399, 1.74198, 0.79245], [-1.54295, 0.59041, 1.96455], [-2.93074, 1.42147, 0.22037], [-1.79171, 1.30526, -1.03811], [-1.06562, -1.02498, -1.53813], [-1.73145, -2.37595, -0.21068], [2.06213, -1.32579, 1.74008], [2.33762, -1.63142, -0.08848], [3.09929, -0.36256, 0.76006], [0.69416, 0.29563, -1.60175], [1.35707, 1.77436, -0.93970], [2.38869, 0.44299, -1.28580]], "forces_ev_per_a": [[-1.1431, 0.2795, -0.8071], [1.8519, 0.1605, 1.5653], [3.1929, -2.0623, -0.8654], [-0.4162, -1.0010, -2.7012], [0.3188, -0.8691, 2.4564], [-1.0702, -1.7025, -0.2152], [-1.1328, 2.6122, 0.1924], [-1.8150, 3.2454, -0.8205], [-0.3903, 0.2447, 1.0456], [1.2194, 0.9563, -1.1595], [-0.9184, 0.0385, 0.5310], [-0.2023, -1.6074, -0.0040], [-1.2213, -0.7605, 1.5234], [0.5256, 0.6201, -0.7997], [-0.4733, -0.4055, 0.3443], [0.1943, -0.4739, 1.2088], [2.0682, 0.9522, 0.3064], [-1.2164, -0.4574, -1.6300], [-0.2718, 0.4646, 0.4025], [0.9001, -0.2344, -0.5734]], "mulliken_charge": [-0.536, -0.475, -0.391, -0.960, -1.005, -0.560, 0.378, -0.328, 0.379, 0.328, 0.420, 0.266, 0.218, 0.292, 0.325, 0.308, 0.345, 0.321, 0.258, 0.419]}

=====

{"formula": "C53H73ClF4N4O7S", "method": "the ωB97M-V functional and the def2-TZVPD basis", "e_tot_ha": -4066.80960, "orbital_gap_ev": [8.36, 8.17], "spin_multiplicity": 3, "s2": 2.008, "elements": ["C", "C", "O", "C", "O", "C", "C", "C", "C", "C", "C", "C", "C", "C", "C", "N", "C", "C", "C", "C", "C", "O", "Cl", "C", "C", "F", "F", "C", "F", "F", "S", "C", "C", "C", "C", "C", "C", "C", "C", "O", "C", "C", "O", "C", "C", "C", "C", "N", "H", "H", "H", "H", "H", "H", "H", "H", "H", "H", "H", "H", "H", "H", "H", "H", "H", "H", "H", "H", "H", "H", "H", "H", "H", "H", "H", "H", "H", "H", "H", "H", "H", "H", "H", "H", "H", "C", "C", "C", "C", "C", "C", "N", "O", "C", "C", "C", "H", "H", "H", "H", "H", "H", "H", "H", "H", "H", "H", "H", "H", "H", "H", "H", "H", "H", "C", "C", "C", "C", "C", "C", "N", "O", "C", "C", "C", "H", "H", "H", "H", "H", "H", "H", "H", "H", "H", "H", "H", "H", "H", "H", "H", "H", "H"], "xyz": [[-1.68591, -5.26807, 1.70196], [-1.05778, -5.20995, 0.30757], [-0.60221, -3.87101, 0.06435], [-0.15445, -3.65169, -1.17373], [0.04073, -4.52447, -1.97309], [0.08851, -2.20502, -1.52121], [1.55730, -2.04354, -1.90399], [1.94451, -0.72871, -2.67075], [0.78579, 0.10839, -3.15258], [0.24845, 1.00480, -2.22430], [0.77884, 1.11030, -0.82727], [-0.02250, 0.66881, 0.21610], [0.45127, 0.74510, 1.50692], [1.70460, 1.28948, 1.71245], [2.42028, 1.71585, 0.60622], [1.98895, 1.65070, -0.65403], [-0.83893, 1.81745, -2.54382], [-1.40218, 1.69786, -3.81387], [-0.87644, 0.82732, -4.76587], [-1.55756, 0.80042, -6.12658], [-2.38162, -0.44031, -6.37877], [-2.70205, -0.84462, -7.42160], [-2.92819, -1.31936, -4.89477], [0.23808, 0.02055, -4.45051], [0.90254, -0.89729, -5.46796], [0.32347, -0.85037, -6.68278], [2.17699, -0.44799, -5.66687], [0.97771, -2.42283, -5.08238], [2.25619, -2.82184, -5.00401], [0.39369, -3.14792, -6.06361], [-2.81802, 2.72047, -4.14517], [-3.61257, 2.56982, -2.56738], [-4.98446, 2.43690, -2.44230], [-5.56034, 2.34399, -1.17830], [-7.05578, 2.20113, -1.07786], [-7.56095, 0.90785, -1.74917], [-7.43872, -0.27423, -0.78013], [-8.16685, -1.53093, -1.27572], [-7.69065, -1.91149, -2.67462], [-7.73193, -3.32245, -2.90726], [-6.71133, -4.01608, -2.34737], [-5.30996, -3.54053, -2.59300], [-6.93593, -4.99954, -1.71108], [-4.73121, 2.36101, -0.04534], [-5.28419, 2.24450, 1.35705], [-3.34963, 2.49250, -0.18600], [-2.79030, 2.59526, -1.45480], [-1.39886, 2.73095, -1.64496], [-1.31539, -6.14446, 2.22466], [-2.75798, -5.40423, 1.62621], [-1.44593, -4.39027, 2.29096], [-0.23063, -5.90569, 0.26217], [-1.80275, -5.48849, -0.42545], [-0.14032, -1.62326, -0.63795], [-0.61052, -1.99298, -2.32532], [2.12090, -2.06125, -0.97288], [1.91378, -2.89690, -2.46307], [2.60005, -1.00546, -3.48302], [2.56583, -0.14611, -2.00991], [-0.99909, 0.25665, 0.02831], [-0.14603, 0.38466, 2.33004], [2.10447, 1.37785, 2.70828], [3.40123, 2.12951, 0.77638], [-2.21901, 1.64559, -6.27042], [-0.80628, 0.86234, -6.89630], [0.42576, -2.64130, -4.17785], [-5.60074, 2.42020, -3.32833], [-7.50890, 3.05053, -1.59124], [-7.41595, 2.24657, -0.05914], [-6.96038, 0.73771, -2.63600], [-8.61055, 1.04238, -1.99962], [-7.88364, 0.03782, 0.16076], [-6.38074, -0.48875, -0.62702], [-9.23062, -1.32045, -1.29825], [-7.97182, -2.33726, -0.57383], [-8.36412, -1.47167, -3.40248], [-6.70515, -1.50618, -2.89249], [-4.62725, -4.36398, -2.44647], [-5.07351, -2.77127, -1.85813], [-5.18442, -3.08496, -3.57013], [-6.03051, 1.46554, 1.44186], [-4.46951, 2.09396, 2.05469], [-5.75974, 3.19073, 1.61263], [-2.70160, 2.51009, 0.67732], [-0.89183, 2.79463, -0.77618], [1.73829, -5.21749, 5.72846], [0.63296, -4.46420, 4.96279], [-0.00450, -5.39955, 3.93785], [0.94166, -5.73513, 2.78467], [1.48315, -4.46603, 2.12292], [2.03805, -3.41765, 3.09495], [1.15469, -3.23965, 4.28633], [0.17917, -2.43428, 4.00660], [3.46859, -3.78229, 3.53894], [2.16870, -2.09368, 2.35441], [-0.38595, -4.06053, 6.02362], [1.28389, -5.95530, 6.38908], [2.42138, -5.77027, 5.08964], [2.32409, -4.53274, 6.34325], [-0.90979, -4.93639, 3.53280], [-0.32208, -6.31655, 4.43858], [1.76496, -6.36523, 3.13095], [0.40681, -6.32754, 2.03890], [2.26414, -4.72939, 1.40642], [0.67076, -4.01540, 1.54287], [3.82785, -3.06843, 4.28178], [4.14592, -3.74024, 2.68611], [3.56550, -4.78006, 3.95829], [1.23366, -1.79684, 1.88466], [2.91253, -2.18446, 1.56211], [2.48558, -1.29307, 3.02377], [0.06384, -3.39193, 6.75927], [-0.73811, -4.95059, 6.54387], [-1.25614, -3.56468, 5.59800], [7.95346, 6.24415, 1.80780], [7.02579, 5.40096, 0.91089], [6.59573, 6.22582, -0.29994], [5.64585, 7.36061, 0.07481], [4.43824, 6.83991, 0.85484], [4.77477, 5.90592, 2.02319], [5.82566, 4.90549, 1.65372], [5.30047, 3.92006, 1.00364], [5.22077, 6.71479, 3.25691], [3.49691, 5.19391, 2.46237], [7.87091, 4.21086, 0.46755], [8.91252, 6.38226, 1.30948], [7.58002, 7.24280, 2.01672], [8.13909, 5.74305, 2.75889], [6.10386, 5.57596, -1.03056], [7.48319, 6.62983, -0.79121], [6.16881, 8.12726, 0.65271], [5.29896, 7.85720, -0.83321], [3.86009, 7.68356, 1.23686], [3.78461, 6.30835, 0.15600], [5.52351, 6.04228, 4.06089], [4.39203, 7.31877, 3.62589], [6.04090, 7.40214, 3.06816], [3.00696, 4.67489, 1.63939], [2.78995, 5.92909, 2.84502], [3.69253, 4.46958, 3.25494], [8.18328, 3.61502, 1.32668], [8.76540, 4.57186, -0.03887], [7.34266, 3.56008, -0.22612]], "forces_ev_per_a": [[-0.6337, -0.3625, -1.1585], [-0.5096, -0.1942, 0.7952], [-0.7269, 0.2225, -0.3524], [0.1849, 0.3017, -0.5140], [-0.0555, -0.6786, -0.2596], [0.2144, -0.6889, 0.7048], [0.1566, 0.7344, -0.0065], [-0.0369, -0.7613, 0.0558], [0.1274, 0.1378, -0.1463], [-0.1131, 0.2285, 0.2060], [0.0238, 0.0206, -0.5581], [0.0206, -0.0193, 0.1561], [0.0123, 0.1673, 0.2358], [-0.2894, -0.0970, -0.1296], [0.3264, 0.1557, 0.2571], [-0.2728, -0.2445, 0.3934], [0.2362, -0.3592, -0.5825], [-0.0702, 0.0182, 0.1148], [-0.1340, 0.0462, -0.2684], [0.4691, -0.2506, 0.7069], [0.3438, 0.4565, 0.7286], [-0.4334, -0.4609, -1.2380], [0.0040, 0.0201, 0.1400], [-0.3706, 0.3504, 0.4325], [0.5321, 0.0380, 0.3731], [-0.1791, 0.0230, -0.2519], [0.1334, 0.0178, -0.0384], [-0.5453, 0.1310, -0.4229], [0.2306, -0.0745, 0.2456], [-0.0442, -0.0710, -0.0997], [-0.1011, 0.0664, -0.0299], [0.2147, -0.1098, -0.4535], [0.3123, 0.0447, 0.4283], [0.1762, -0.0273, 0.3882], [-0.0919, 0.0242, -0.7826], [0.1048, 0.1952, 1.0658], [-0.3097, 0.0483, -0.6172], [0.7497, 0.4605, 0.0237], [-0.4284, 0.1458, -0.2688], [-0.0335, 0.2863, 0.1741], [0.1479, -0.2562, -0.0583], [0.0035, 0.5811, 0.0649], [-0.2260, -0.5594, 0.1945], [0.0992, -0.1314, 0.1611], [0.0676, 0.5738, -0.5318], [-0.3057, -0.0395, -0.6827], [-0.0784, 0.2676, 0.4466], [-0.0659, -0.1484, 0.0313], [-0.4009, 0.0816, -0.1956], [-0.3000, 0.3328, 0.0021], [-0.4049, 0.1998, -0.6877], [0.2700, 0.0104, -0.3941], [0.0986, 0.0243, -0.4428], [-0.1793, 0.3215, -0.1230], [-0.0677, 0.2987, -0.1449], [0.1241, 0.0097, 0.1188], [-0.1671, -0.2675, -0.2440], [0.0397, -0.0175, -0.2581], [0.0176, 0.3499, 0.0602], [-0.2082, -0.0433, -0.1878], [-0.0479, -0.0587, 0.1454], [0.1987, 0.0391, 0.0844], [0.2636, 0.2226, -0.2136], [-0.2096, 0.0892, 0.1297], [-0.0980, -0.0085, -0.3913], [0.1678, -0.0690, 0.4100], [-0.0750, -0.0145, -0.1269], [-0.0183, 0.1114, -0.0415], [0.0153, 0.0064, 0.2732], [-0.2056, -0.0829, -0.3481], [-0.1350, -0.0589, -0.2980], [0.0784, -0.0624, 0.2999], [0.1259, -0.0582, 0.1884], [-0.2566, -0.2006, 0.0837], [-0.1234, -0.2390, 0.0137], [-0.0298, -0.0528, -0.2357], [0.2433, -0.0801, 0.0818], [0.0781, -0.1863, -0.0378], [0.1105, 0.0631, 0.1105], [0.0135, -0.0625, -0.1745], [-0.0217, -0.2486, 0.1354], [0.0024, -0.2026, 0.2043], [-0.1602, 0.0413, 0.1901], [0.0447, -0.0362, 0.1897], [0.0365, -0.0057, 0.0668], [0.2356, 0.1002, -0.0870], [0.5439, -0.8591, 1.1448], [0.1911, 0.2651, 0.1249], [0.3648, 0.0104, 0.2289], [-0.5743, -0.1633, 0.1009], [1.5416, -0.1269, -0.0957], [-1.4895, -0.1190, -1.2851], [0.3204, 0.2317, 0.4244], [-0.0210, -0.1466, 0.1853], [-0.2929, 0.2367, -0.0544], [-0.2891, 0.2821, -0.1178], [-0.1258, 0.0669, 0.0150], [-0.0312, 0.0432, -0.0106], [0.0045, 0.0158, -0.0002], [0.9018, -0.1551, 1.2576], [0.0307, -0.0298, 0.1416], [-0.0121, 0.0124, 0.0797], [0.4801, -0.0344, 0.2061], [0.0857, 0.0728, -0.0142], [0.4694, 0.0587, 0.4419], [-0.0210, 0.0045, 0.0254], [-0.0918, 0.0659, -0.0834], [-0.0459, 0.0332, -0.0264], [-0.0404, -0.0122, 0.1014], [0.0872, -0.1270, 0.0449], [-0.0140, -0.0139, 0.0233], [0.0112, 0.0142, -0.0216], [0.0946, -0.0826, -0.0125], [0.0857, 0.0488, -0.0528], [-0.1404, 0.1081, 0.1500], [1.3291, 0.4086, 0.4504], [-0.4107, 0.1417, -0.1571], [0.0303, 0.0010, 0.1289], [0.1235, -0.0584, -0.5178], [-0.1959, 0.7313, 1.2944], [-0.8896, 0.0751, -1.7571], [0.0255, -0.3852, 0.5597], [0.2566, 0.0797, -0.0217], [-0.0957, -0.4154, -0.2465], [-0.1949, -0.3412, -0.1586], [-0.0045, -0.1177, -0.0758], [-0.0100, -0.0453, -0.0187], [-0.0241, -0.0172, -0.0058], [-0.0047, -0.0993, 0.1016], [0.0761, -0.0476, 0.0602], [0.0362, -0.0386, 0.0243], [-0.0168, 0.0161, 0.0157], [-0.0473, -0.0522, 0.0923], [0.0422, -0.1054, 0.0489], [0.0217, -0.0238, -0.0173], [-0.0906, -0.0644, -0.0729], [-0.0490, -0.0412, -0.0241], [0.1252, -0.0487, -0.0054], [0.0701, 0.1113, 0.0254], [0.0649, 0.0135, -0.0133], [-0.0247, 0.0051, 0.0096], [0.0181, 0.1140, 0.0501], [-0.0749, 0.0279, 0.0808]], "mulliken_charge": [-1.311, -0.656, -0.311, -0.390, -0.634, 1.337, -0.911, -1.650, 0.592, 0.543, -0.592, -0.508, -0.778, -0.546, -1.062, -0.647, -0.420, 0.834, 0.463, -1.750, 0.415, -0.476, -0.060, 0.552, 0.725, -0.341, -0.340, 0.185, -0.275, -0.336, -0.617, 0.801, -0.486, 0.578, -1.368, -0.383, -0.553, -0.657, -0.503, -0.406, 0.553, -0.804, -0.554, 0.463, -2.105, -0.523, -0.157, -0.543, 0.423, 0.578, 0.299, 0.388, 0.650, -0.338, 0.089, -0.065, 0.834, 0.699, 0.751, 1.255, 0.506, 0.607, 0.777, 0.634, 0.417, 0.291, 0.587, 0.394, 0.524, 0.386, 0.377, 0.367, 0.226, 0.351, 0.384, 0.311, 0.261, 0.353, 0.195, 0.367, 0.305, 0.408, 0.371, 0.427, 0.329, -1.903, 2.046, -1.831, -1.200, -0.315, 2.298, 0.533, -0.650, -1.887, -2.261, -2.025, 0.480, 0.299, 0.380, 0.584, 0.236, 0.612, 0.619, 0.644, -0.329, 0.413, 0.441, 0.327, 0.066, 0.399, 0.661, 0.479, 0.410, 0.366, -1.736, 1.713, -1.289, -0.486, -1.288, 1.872, 0.342, -0.514, -1.805, -1.760, -1.916, 0.450, 0.321, 0.368, 0.363, 0.388, 0.314, 0.394, 0.384, 0.374, 0.387, 0.460, 0.317, 0.173, 0.449, 0.482, 0.447, 0.438, 0.360]}